One molecule with the formula C3H3O3P in a non-equilibrium geometry. Source: OMol25; level of theory: the ωB97M-V functional and the def2-TZVPD basis.

Geometry as XYZ:
```
10
Properties=species:S:1:pos:R:3
C -1.547 -0.591 -0.299
C -0.127 -0.685 -0.176
C -2.048 0.595 -0.163
O -2.600 1.630 -0.083
O 0.527 0.212 0.362
O 3.085 -0.101 -0.454
P 2.159 0.911 0.058
H -2.131 -1.428 -0.225
H 0.326 -1.481 -0.558
H 2.355 0.938 1.538
```

**Orbital gap (alpha / beta)**: 6.74 / 6.74 eV
**Relative energy (zero: lowest compared OMol25 entry of this formula, charge and spin)**: 266.5 kJ/mol
**Spin multiplicity**: 1

Atom charges from the Mulliken analysis, given in e for atoms 1 to 2:
1. C -0.86
2. C 0.08